No. 1
Below is one molecule with the formula C2HF4IO at a distorted geometry, with properties calculated with wB97M-V/def2-TZVPD.

Properties
ΔE to the lowest compared entry with this formula, charge and spin (kJ/mol): 35.3
HOMO (eV): -10.37

```
! RIJCOSX wB97M-V def2-TZVPD def2/J DEFGRID3
* xyz 0 1
I -2.131 1.386 0.101
F 0.535 0.098 1.751
F -1.425 -1.461 0.254
F 1.274 -1.230 0.221
F -0.715 -0.479 -1.506
O 1.048 1.140 -0.294
C 0.477 -0.114 0.443
C -0.893 -0.322 -0.178
H 1.829 0.983 -0.791
*
```

---

No. 2
Below is a 2-piece molecular cluster, C2HF5O2P overall at a distorted geometry, with properties calculated with wB97M-V/def2-TZVPD.

Properties
ΔE to the lowest compared entry with this formula, charge and spin (kJ/mol): 254.3
HOMO (spin up / spin down) (eV): -6.45 / -6.45

```
! RIJCOSX wB97M-V def2-TZVPD def2/J DEFGRID3
* xyz -1 1
P 1.465 0.642 -0.093
F -0.396 0.012 1.844
F -1.731 1.161 -0.494
F -1.046 -0.609 -1.508
F 0.171 -2.425 0.415
F -2.335 -0.764 0.202
O 1.051 1.221 -1.389
O 1.965 1.508 0.997
C -0.082 -0.130 0.587
C -1.278 -0.098 -0.314
H 2.216 -0.517 -0.247
*
```

---

No. 3
Below is C2HFGdO2 as an isolated structure, with properties calculated with wB97M-V/def2-TZVPD.

Properties
ΔE to the lowest compared entry with this formula, charge and spin (kJ/mol): 0.0
HOMO (spin up / spin down) (eV): -13.00 / -13.99

```
! RIJCOSX wB97M-V def2-TZVPD def2/J DEFGRID3
* xyz 1 8
Gd -1.040 -1.662 -0.442
F 1.585 3.354 0.257
O -0.388 -3.489 -1.030
O -0.530 0.692 0.388
C 0.232 1.537 0.693
C 1.130 2.413 1.087
H 1.447 2.440 2.129
*
```

---

No. 4
Below is C2HFI4 as an isolated structure at a distorted geometry, with properties calculated with wB97M-V/def2-TZVPD.

Properties
ΔE to the lowest compared entry with this formula, charge and spin (kJ/mol): 25.9
HOMO (eV): -9.29

```
! RIJCOSX wB97M-V def2-TZVPD def2/J DEFGRID3
* xyz 0 1
I 0.909 2.568 -0.110
I -1.475 -0.232 2.157
I 1.963 -0.888 1.255
I -0.846 -2.522 -0.254
F -1.120 0.793 -1.334
C 0.058 0.713 -0.780
C -0.100 -0.718 0.673
H 0.611 0.286 -1.607
*
```

---

No. 5
Below is C2HFKO3 as an isolated structure at a distorted geometry, with properties calculated with wB97M-V/def2-TZVPD.

Properties
HOMO (eV): -15.62

```
! RIJCOSX wB97M-V def2-TZVPD def2/J DEFGRID3
* xyz 1 1
K -1.279 0.270 -0.086
F 2.174 1.396 0.199
O -5.547 0.290 -0.635
O 3.574 -0.308 0.343
O 1.384 -0.583 0.116
C 2.506 0.126 0.068
C -4.432 0.277 -0.504
H 1.619 -1.469 0.499
*
```

---

No. 6
Below is C2HFLi2O2Tl as an isolated structure at a distorted geometry, with properties calculated with wB97M-V/def2-TZVPD.

Properties
ΔE to the lowest compared entry with this formula, charge and spin (kJ/mol): 29.6
HOMO (eV): -9.45

```
! RIJCOSX wB97M-V def2-TZVPD def2/J DEFGRID3
* xyz 1 1
Tl -1.256 -2.265 0.009
F -1.483 -4.385 0.037
O 1.092 3.184 0.242
O -0.643 0.241 0.257
C 0.050 1.108 -0.187
C 0.846 2.124 -0.499
Li -0.975 -5.991 -0.138
Li 1.030 4.006 1.754
H 1.339 1.979 -1.476
*
```

---

No. 7
Below is an isolated ion of composition C2HFNO3P and charge -2 at a distorted geometry, with properties calculated with wB97M-V/def2-TZVPD.

Properties
ΔE to the lowest compared entry with this formula, charge and spin (kJ/mol): 14.5
HOMO (eV): 0.55

```
! RIJCOSX wB97M-V def2-TZVPD def2/J DEFGRID3
* xyz -2 1
P -1.208 0.302 0.244
F 1.084 0.601 -1.582
O -1.790 1.664 -0.131
O -1.088 -0.033 1.721
O -1.774 -0.777 -0.649
N 1.547 -2.183 0.262
C 0.740 0.394 -0.266
C 1.279 -1.069 0.115
H 1.210 1.103 0.287
*
```

---

No. 8
Below is C2HFO2Tl as an isolated structure at a distorted geometry, with properties calculated with wB97M-V/def2-TZVPD.

Properties
ΔE to the lowest compared entry with this formula, charge and spin (kJ/mol): 466.9
HOMO (spin up / spin down) (eV): -16.32 / -15.96

```
! RIJCOSX wB97M-V def2-TZVPD def2/J DEFGRID3
* xyz 1 1
Tl -0.072 -0.927 1.358
F 2.037 0.935 -0.485
O -0.808 1.678 -0.420
O -1.072 -0.660 -0.414
C 1.009 -0.019 -0.376
C -0.478 0.493 -0.485
H 1.187 -0.721 -1.208
*
```